No. 1
# C10H24N3

2 unconnected molecules or ions with the total composition C10H24N3 at a distorted geometry (ωB97M-V/def2-TZVPD, the Open Molecules 2025 dataset).

```
! wB97M-V def2-TZVPD RIJCOSX def2/J DEFGRID3
* xyz 1 1
C 0.221 -0.975 2.656
C 0.213 -1.546 1.488
C 3.346 2.443 -0.667
C -1.894 2.922 0.376
C 0.291 -2.963 -1.128
C -2.032 -3.256 -0.065
C 2.066 1.951 0.124
C -1.912 2.033 -0.796
C -0.916 -2.270 -0.622
C -0.585 -1.145 0.329
N 1.773 0.496 0.073
N -1.017 0.070 0.258
N -1.988 0.639 -0.522
H 0.767 -1.487 3.348
H -0.275 -0.034 2.847
H 0.738 -2.434 1.341
H 4.304 1.958 -0.290
H 3.207 2.240 -1.727
H 3.453 3.523 -0.445
H -1.064 2.705 1.097
H -1.736 4.016 0.030
H -2.784 2.848 1.078
H 0.796 -3.494 -0.417
H 1.091 -2.297 -1.494
H -0.077 -3.721 -1.864
H -3.048 -2.734 -0.077
H -2.088 -3.556 1.038
H -1.954 -4.140 -0.682
H 2.005 2.029 1.262
H 1.086 2.474 -0.153
H -1.118 2.259 -1.493
H -3.010 2.070 -1.305
H -1.399 -1.817 -1.544
H 2.442 -0.002 0.711
H -0.749 0.875 0.828
H -2.096 0.000 -1.391
H 2.045 0.115 -0.961
*
```

## Properties
Gap between HOMO and LUMO (eV): 8.860
E (a.u.): -559.305427

Charges in e, computed with natural (NBO), in the same order as the atoms: number 1, C, carries -0.269; number 2, C, carries -0.255; number 3, C, carries -0.636; number 4, C, carries -0.651; number 5, C, carries -0.605; number 6, C, carries -0.616; number 7, C, carries -0.218; number 8, C, carries -0.248; number 9, C, carries -0.276; number 10, C, carries 0.387; number 11, N, carries -0.882; number 12, N, carries -0.259; number 13, N, carries -0.411; number 14, H, carries 0.220; number 15, H, carries 0.196; number 16, H, carries 0.221; number 17, H, carries 0.223; number 18, H, carries 0.215; number 19, H, carries 0.231; number 20, H, carries 0.193; number 21, H, carries 0.265; number 22, H, carries 0.244; number 23, H, carries 0.213; number 24, H, carries 0.225; number 25, H, carries 0.241; number 26, H, carries 0.230; number 27, H, carries 0.240; number 28, H, carries 0.234; number 29, H, carries 0.196; number 30, H, carries 0.165; number 31, H, carries 0.201; number 32, H, carries 0.242; number 33, H, carries 0.208; number 34, H, carries 0.367; number 35, H, carries 0.435; number 36, H, carries 0.388; number 37, H, carries 0.347

No. 2
# C18H28N2O3S

A single C18H28N2O3S molecule (ωB97M-V/def2-TZVPD, the Open Molecules 2025 dataset).

```
! wB97M-V def2-TZVPD RIJCOSX def2/J DEFGRID3
* xyz 0 1
C 4.737 0.750 -1.288
C 5.341 -0.113 -0.188
C 4.326 -0.543 0.875
C 3.364 -1.626 0.415
S 1.737 -1.043 -0.176
O 1.840 -0.522 -1.515
O 0.843 -2.146 0.032
N 1.272 0.199 0.783
C 0.721 -0.045 2.092
C -0.606 0.697 2.255
C -0.431 2.180 1.942
C 0.129 2.353 0.523
C -0.976 1.991 -0.482
O -2.053 2.554 -0.415
N -0.673 1.096 -1.436
C -1.639 0.674 -2.424
C -2.089 -0.775 -2.194
C -2.902 -0.908 -0.937
C -4.168 -0.341 -0.856
C -4.913 -0.441 0.303
C -4.405 -1.118 1.400
C -3.148 -1.691 1.327
C -2.397 -1.584 0.166
C 1.446 1.581 0.412
H 4.401 1.702 -0.882
H 3.889 0.254 -1.751
H 5.480 0.954 -2.055
H 6.139 0.448 0.304
H 5.792 -1.005 -0.628
H 3.755 0.326 1.207
H 4.878 -0.921 1.739
H 3.763 -2.211 -0.409
H 3.090 -2.297 1.225
H 1.434 0.285 2.864
H 0.573 -1.121 2.177
H -1.339 0.270 1.569
H -0.971 0.564 3.274
H 0.251 2.637 2.663
H -1.394 2.687 2.003
H 0.338 3.416 0.355
H 0.195 0.581 -1.431
H -2.489 1.356 -2.349
H -1.185 0.765 -3.416
H -2.687 -1.086 -3.054
H -1.206 -1.414 -2.134
H -4.573 0.183 -1.710
H -5.894 0.009 0.353
H -4.987 -1.198 2.306
H -2.744 -2.221 2.178
H -1.412 -2.026 0.118
H 2.175 2.056 1.088
H 1.849 1.606 -0.600
*
```

## Properties
Gap between HOMO and LUMO (eV): 9.238
SMILES string: CCCCS(=O)(=O)N1CCC[C@H](C(=O)NCCc2ccccc2)C1
E (a.u.): -1436.139181

Charges in e, computed with natural (NBO), in the same order as the atoms: number 1, C, carries -0.625; number 2, C, carries -0.387; number 3, C, carries -0.415; number 4, C, carries -0.648; number 5, S, carries 2.338; number 6, O, carries -0.968; number 7, O, carries -0.955; number 8, N, carries -0.725; number 9, C, carries -0.223; number 10, C, carries -0.413; number 11, C, carries -0.398; number 12, C, carries -0.310; number 13, C, carries 0.686; number 14, O, carries -0.646; number 15, N, carries -0.635; number 16, C, carries -0.217; number 17, C, carries -0.431; number 18, C, carries -0.027; number 19, C, carries -0.156; number 20, C, carries -0.219; number 21, C, carries -0.226; number 22, C, carries -0.204; number 23, C, carries -0.240; number 24, C, carries -0.232; number 25, H, carries 0.196; number 26, H, carries 0.231; number 27, H, carries 0.213; number 28, H, carries 0.204; number 29, H, carries 0.195; number 30, H, carries 0.209; number 31, H, carries 0.221; number 32, H, carries 0.247; number 33, H, carries 0.247; number 34, H, carries 0.178; number 35, H, carries 0.233; number 36, H, carries 0.231; number 37, H, carries 0.216; number 38, H, carries 0.194; number 39, H, carries 0.245; number 40, H, carries 0.238; number 41, H, carries 0.418; number 42, H, carries 0.232; number 43, H, carries 0.196; number 44, H, carries 0.216; number 45, H, carries 0.217; number 46, H, carries 0.200; number 47, H, carries 0.210; number 48, H, carries 0.209; number 49, H, carries 0.207; number 50, H, carries 0.238; number 51, H, carries 0.192; number 52, H, carries 0.242

No. 3
# C36H47N11

11 unconnected molecules or ions with the total composition C36H47N11 at a distorted geometry (ωB97M-V/def2-TZVPD, the Open Molecules 2025 dataset).

```
! wB97M-V def2-TZVPD RIJCOSX def2/J DEFGRID3
* xyz 0 1
C -0.500 1.000 0.775
C -1.509 0.136 0.500
C -0.993 -0.876 -0.284
N 0.358 -0.691 -0.427
C 0.698 0.489 0.255
H -0.479 1.796 1.504
H -2.547 0.293 0.756
H -1.449 -1.740 -0.744
H 0.924 -1.289 -1.012
H 1.698 0.872 0.391
C 0.009 0.872 4.669
C 0.226 -0.391 5.038
C 0.124 -0.506 6.372
N -0.022 0.746 6.927
C -0.090 1.646 5.902
H -0.153 1.124 3.632
H 0.273 -1.124 4.246
H 0.175 -1.409 6.962
H -0.100 0.981 7.906
H -0.319 2.678 6.124
C 5.693 0.353 -2.446
C 4.572 -0.380 -1.993
C 4.428 -0.099 -0.615
N 5.457 0.697 -0.230
C 6.230 0.987 -1.343
H 6.118 0.435 -3.436
H 3.946 -1.014 -2.603
H 3.574 -0.200 0.038
H 5.623 1.102 0.680
H 7.131 1.571 -1.225
C 4.163 2.444 2.675
C 5.550 2.325 2.846
C 5.782 0.949 2.923
N 4.545 0.272 2.995
C 3.532 1.187 2.784
H 3.588 3.338 2.485
H 6.344 3.056 2.881
H 6.689 0.410 3.152
H 4.504 -0.723 3.166
H 2.479 1.012 2.946
C -3.912 2.824 -1.275
C -4.884 2.798 -2.269
C -4.291 2.392 -3.501
N -2.990 2.008 -3.258
C -2.711 2.359 -1.915
H -4.016 3.132 -0.245
H -5.905 2.993 -1.974
H -4.802 2.044 -4.387
H -2.255 1.596 -3.813
H -1.690 2.286 -1.572
C -4.522 -1.766 2.428
C -3.302 -1.501 3.039
C -3.506 -0.667 4.048
N -4.805 -0.659 4.344
C -5.460 -1.258 3.290
H -4.666 -2.321 1.513
H -2.315 -1.755 2.680
H -2.940 0.083 4.581
H -5.208 -0.092 5.076
H -6.537 -1.273 3.212
C -0.827 -0.504 -3.731
C -1.879 -0.357 -4.737
C -1.440 0.667 -5.593
N -0.205 1.042 -5.168
C 0.165 0.390 -4.072
H -0.755 -1.244 -2.948
H -2.824 -0.878 -4.695
H -2.027 1.094 -6.392
H 0.473 1.587 -5.681
H 1.178 0.448 -3.704
C 1.482 -5.343 -1.044
C 1.621 -3.944 -1.421
N 1.723 -2.841 -1.712
H 2.458 -5.816 -1.147
H 0.757 -5.911 -1.628
H 1.127 -5.293 -0.014
C -4.510 -1.004 -1.470
C -5.747 -1.553 -0.856
N -6.719 -2.001 -0.465
H -4.588 0.077 -1.582
H -4.323 -1.515 -2.415
H -3.565 -1.181 -0.957
C 2.712 3.370 -0.510
C 3.734 4.339 -1.075
N 4.461 5.055 -1.610
H 2.241 2.729 -1.254
H 1.842 3.971 -0.245
H 3.237 2.978 0.362
C -0.560 -3.953 -3.658
C -1.379 -4.023 -2.374
N -1.998 -4.150 -1.391
H -0.006 -3.025 -3.801
H -1.332 -3.834 -4.419
H -0.082 -4.926 -3.772
*
```

## Properties
Gap between HOMO and LUMO (eV): 7.851
SMILES string: c1cc[nH]c1.c1cc[nH]c1.c1cc[nH]c1.c1cc[nH]c1.c1cc[nH]c1.c1cc[nH]c1.c1cc[nH]c1.CC#N.CC#N.CC#N.CC#N
E (a.u.): -2002.096723

Charges in e, computed with Mulliken, in the same order as the atoms: number 1, C, carries -1.596; number 2, C, carries -0.612; number 3, C, carries 0.126; number 4, N, carries 0.706; number 5, C, carries -0.496; number 6, H, carries 0.570; number 7, H, carries 0.847; number 8, H, carries 0.134; number 9, H, carries 0.268; number 10, H, carries 0.183; number 11, C, carries 0.424; number 12, C, carries -0.453; number 13, C, carries -0.725; number 14, N, carries 0.011; number 15, C, carries -1.069; number 16, H, carries 0.348; number 17, H, carries 0.440; number 18, H, carries 0.421; number 19, H, carries 0.199; number 20, H, carries 0.415; number 21, C, carries -0.681; number 22, C, carries -0.510; number 23, C, carries -0.288; number 24, N, carries 0.132; number 25, C, carries -0.707; number 26, H, carries 0.413; number 27, H, carries 0.532; number 28, H, carries 0.511; number 29, H, carries 0.252; number 30, H, carries 0.382; number 31, C, carries -0.171; number 32, C, carries -0.773; number 33, C, carries -0.652; number 34, N, carries 0.090; number 35, C, carries -0.683; number 36, H, carries 0.693; number 37, H, carries 0.424; number 38, H, carries 0.396; number 39, H, carries 0.223; number 40, H, carries 0.534; number 41, C, carries -0.516; number 42, C, carries -0.654; number 43, C, carries -0.586; number 44, N, carries 0.017; number 45, C, carries -0.456; number 46, H, carries 0.419; number 47, H, carries 0.375; number 48, H, carries 0.357; number 49, H, carries 0.612; number 50, H, carries 0.459; number 51, C, carries -0.406; number 52, C, carries -0.478; number 53, C, carries -0.248; number 54, N, carries 0.032; number 55, C, carries -0.979; number 56, H, carries 0.570; number 57, H, carries 0.498; number 58, H, carries 0.375; number 59, H, carries 0.210; number 60, H, carries 0.422; number 61, C, carries 1.254; number 62, C, carries -1.153; number 63, C, carries -0.669; number 64, N, carries 0.122; number 65, C, carries -1.043; number 66, H, carries -0.238; number 67, H, carries 0.326; number 68, H, carries 0.370; number 69, H, carries 0.257; number 70, H, carries 0.619; number 71, C, carries -0.990; number 72, C, carries 0.351; number 73, N, carries -0.543; number 74, H, carries 0.362; number 75, H, carries 0.319; number 76, H, carries 0.277; number 77, C, carries 0.992; number 78, C, carries 0.071; number 79, N, carries -0.439; number 80, H, carries -0.228; number 81, H, carries 0.248; number 82, H, carries -0.596; number 83, C, carries 0.125; number 84, C, carries 0.030; number 85, N, carries -0.438; number 86, H, carries 0.151; number 87, H, carries 0.409; number 88, H, carries -0.330; number 89, C, carries -0.949; number 90, C, carries 0.503; number 91, N, carries -0.506; number 92, H, carries 0.290; number 93, H, carries 0.413; number 94, H, carries 0.359

Number 1: lowest unoccupied orbital energy -3.76 eV. Number 2: lowest unoccupied orbital energy 0.51 eV. Number 3: lowest unoccupied orbital energy 0.22 eV.